# 1
{"formula": "C27H35HgIN4P2", "method": "ωB97M-V/def2-TZVPD", "symbols": ["Hg", "I", "P", "P", "N", "N", "N", "N", "C", "C", "C", "C", "C", "C", "C", "C", "C", "C", "C", "C", "C", "C", "C", "C", "C", "C", "C", "C", "C", "C", "C", "C", "C", "C", "C", "H", "H", "H", "H", "H", "H", "H", "H", "H", "H", "H", "H", "H", "H", "H", "H", "H", "H", "H", "H", "H", "H", "H", "H", "H", "H", "H", "H", "H", "H", "H", "H", "H", "H", "H"], "positions_angstrom": [[0.000000, 0.000000, 0.000000], [1.185083, -2.356241, -0.773675], [1.229251, 1.352949, -1.409829], [-1.389928, 1.834881, 0.159503], [-3.034698, 1.655647, -0.362012], [0.852499, 1.203241, -3.101476], [-1.679270, 2.625825, 1.694120], [2.966537, 1.367972, -1.372999], [-2.329350, 5.516537, -7.951607], [5.017251, 1.223147, -0.463057], [-3.504268, 0.508344, -1.011302], [-1.162331, -1.142042, 1.340234], [-0.746968, 3.236082, -0.901982], [0.777965, 3.126172, -1.070665], [-1.066656, 4.812787, -7.515978], [-4.781735, 0.769527, -1.461967], [-3.548597, 5.283998, -5.660083], [0.506338, 1.557836, -5.297224], [-0.238745, 5.120853, -6.510643], [5.121412, 1.898298, -1.723820], [-3.575209, 5.075998, -7.151660], [0.463328, -0.017994, -3.663210], [-1.327486, 3.981181, 3.455591], [-2.130892, 1.950509, 2.829338], [0.877452, 2.168130, -4.114937], [-5.109966, 2.114725, -1.085484], [0.245831, 0.177619, -5.012152], [-4.022989, 2.644141, -0.418941], [-2.763236, 6.067272, -4.911182], [-1.165262, 3.863271, 2.088409], [-0.294860, 6.251525, -5.516933], [-1.645368, 6.982482, -5.349798], [3.851486, 1.983066, -2.261645], [-1.940714, 2.773293, 3.922724], [3.687874, 0.905258, -0.267643], [-4.460664, 5.581658, -7.567990], [-6.053320, 2.633418, -1.272753], [-2.560036, 0.951410, 2.739146], [0.003055, 5.847158, -4.539273], [-2.863121, -0.373578, -1.079771], [0.374825, -0.898513, -3.024749], [-3.858384, 3.616092, 0.049497], [-2.513865, 5.276737, -9.005506], [-2.219036, 6.601446, -7.905064], [-2.923814, 6.026252, -3.833656], [-1.252234, 3.098097, -1.878263], [-0.076840, -0.587837, -5.722609], [0.421931, 2.052627, -6.268700], [-1.058321, 4.218360, -0.499828], [6.036958, 2.264354, -2.195262], [0.479584, 6.991717, -5.772744], [3.167150, 0.386069, 0.538586], [-1.140003, -2.218062, 1.087897], [1.309476, 3.373997, -0.131024], [-5.423637, 0.065838, -1.996256], [-4.293701, 4.693688, -5.125165], [-2.218003, -0.800819, 1.348763], [-2.226030, 2.539969, 4.950550], [-1.899939, 7.512951, -6.269020], [-0.731624, 4.550842, 1.360776], [-0.822180, 3.917418, -8.087941], [3.497039, 2.385883, -3.210946], [5.835599, 0.979247, 0.218356], [-0.745716, -1.004933, 2.360251], [0.618476, 4.461053, -6.370761], [-1.050043, 4.849495, 4.056005], [-1.508531, 7.754633, -4.583582], [-3.741761, 4.004792, -7.332896], [1.150081, 3.201980, -3.905035], [1.152641, 3.810822, -1.852975]], "atomic_forces_ev_per_a": [[0.736, -3.072, 1.022], [0.808, -1.487, -0.999], [3.139, 2.325, -2.343], [-4.216, 4.019, -0.422], [0.043, 0.335, -0.121], [-0.165, -0.344, 0.845], [0.707, -0.291, -0.364], [-0.420, 0.033, 0.088], [-0.148, 0.018, 0.076], [-0.534, -0.151, 0.163], [-0.314, 0.436, -0.070], [-0.468, -0.748, 1.914], [-0.492, 0.148, 0.250], [0.182, -0.209, 0.030], [0.249, 0.064, 0.333], [0.453, -0.197, 0.126], [0.204, 0.202, 0.263], [0.185, 0.285, 0.531], [-0.247, -0.127, -0.310], [-0.540, 0.032, -0.240], [0.099, 0.033, -0.140], [-0.198, 0.166, -0.644], [0.029, -0.042, -0.571], [0.127, 0.406, 0.287], [-0.171, -0.122, -0.393], [0.382, 0.268, 0.274], [0.072, -0.121, 0.612], [-0.246, -0.517, -0.223], [-0.209, -0.273, -0.205], [-0.010, -0.010, 0.603], [-0.110, 0.158, -0.012], [0.146, -0.059, -0.055], [0.395, -0.108, 0.279], [-0.137, -0.325, -0.438], [0.384, 0.262, -0.286], [0.147, -0.083, 0.087], [0.460, -0.254, 0.085], [0.207, 0.465, 0.083], [-0.044, 0.034, -0.085], [-0.399, 0.338, -0.001], [0.103, 0.289, -0.370], [-0.110, -0.445, -0.214], [0.038, 0.041, 0.154], [-0.005, -0.172, -0.056], [-0.020, -0.005, -0.122], [0.171, -0.008, 0.420], [0.179, 0.383, 0.393], [0.046, -0.226, 0.528], [0.171, -0.420, -0.405], [-0.470, -0.180, 0.222], [-0.118, -0.133, 0.039], [0.312, 0.135, -0.353], [0.113, 0.659, 0.095], [-0.189, -0.114, -0.368], [0.319, 0.334, 0.267], [0.110, 0.087, -0.047], [0.490, -0.090, -0.009], [0.138, 0.096, -0.500], [0.040, -0.048, 0.172], [-0.219, -0.316, 0.516], [-0.004, 0.107, 0.072], [0.173, -0.189, 0.419], [-0.422, 0.107, -0.339], [-0.457, -0.299, -0.345], [-0.093, 0.081, -0.048], [-0.121, -0.400, -0.290], [-0.027, -0.094, -0.112], [0.028, 0.149, 0.039], [-0.124, -0.450, -0.134], [-0.142, -0.366, 0.349]], "lumo_energy_ev": -0.7, "e_homo_ev": -6.416, "homo_lumo_gap_ev": 5.67, "energy_ha": -2402.54933, "charge": 0}



# 2
{"formula": "C27H35N3O3PPt", "method": "ωB97M-V/def2-TZVPD", "symbols": ["Pt", "P", "O", "O", "O", "N", "N", "N", "C", "C", "C", "C", "C", "C", "C", "C", "C", "C", "C", "C", "C", "C", "C", "C", "C", "C", "C", "C", "C", "C", "C", "C", "C", "C", "C", "H", "H", "H", "H", "H", "H", "H", "H", "H", "H", "H", "H", "H", "H", "H", "H", "H", "H", "H", "H", "H", "H", "H", "H", "H", "H", "H", "H", "H", "H", "H", "H", "H", "H", "H"], "positions_angstrom": [[0.372560, -0.116562, 0.343457], [2.736440, -0.170174, -0.174049], [-1.301516, 1.629226, 3.614825], [-1.224343, -1.307263, 3.850513], [-1.092455, -0.375775, -2.200653], [0.094741, 1.903268, 0.377330], [-0.701027, 0.043238, 2.022731], [-0.151963, -2.057687, 0.554915], [-0.526725, -4.313627, -0.069516], [3.150874, -2.404815, 1.386821], [4.689181, 0.215357, -2.339393], [3.307818, 0.618522, -1.788460], [-1.054388, -3.587497, 2.147741], [-0.436402, 2.354359, 1.534957], [-0.860863, 1.308668, 2.547209], [-0.424387, 4.584482, 0.723861], [2.775949, 1.004335, 2.376910], [0.028455, 4.108790, -0.495202], [3.204959, -2.776938, -1.106252], [3.472954, 0.808906, 1.184059], [-1.983026, 0.658860, -2.621448], [2.281022, 0.231943, -2.867252], [3.343243, 1.698507, 3.440076], [0.287117, 2.760995, -0.633207], [-0.898900, -1.137231, 2.710138], [4.776184, 1.314065, 1.101709], [4.623723, 2.213914, 3.326767], [3.366413, 2.150552, -1.636062], [5.341627, 2.016771, 2.153289], [5.129009, -1.761331, 0.105749], [-0.674014, 3.691602, 1.750527], [3.591626, -1.827056, 0.030890], [-0.976152, -4.603093, 1.208201], [-0.668222, -2.321683, 1.777629], [-0.113683, -3.029151, -0.360043], [5.514466, 0.429410, -1.666255], [-1.518502, 1.303553, -3.369142], [2.135007, -2.839496, -1.270756], [5.068410, 2.756573, 4.150427], [1.787239, 0.582957, 2.500766], [5.607277, -1.502432, -0.830965], [0.236098, -2.748298, -1.339128], [2.289305, -0.843861, -3.063642], [-2.918821, 0.255415, -3.005457], [2.530909, 2.585902, -1.102675], [4.746128, -0.828155, -2.627774], [6.346038, 2.407198, 2.058512], [3.661850, -2.492139, -2.048662], [3.548583, -3.420014, 1.457822], [-2.208629, 1.249908, -1.735472], [-0.487369, -5.069257, -0.840702], [2.562447, 0.736760, -3.793745], [5.368266, 1.165002, 0.211515], [-0.865059, -0.915357, -2.966095], [0.197239, 4.767135, -1.335307], [3.564085, -1.825949, 2.215484], [2.779608, 1.827554, 4.354624], [-0.613963, 5.640698, 0.861792], [3.560441, -3.781449, -0.864529], [2.077127, -2.463729, 1.524006], [5.479544, -1.084800, 0.883470], [0.642256, 2.336373, -1.555830], [1.247242, 0.485945, -2.624642], [-1.293220, -5.605397, 1.464234], [3.391048, 2.586251, -2.638504], [4.862139, 0.801993, -3.245805], [4.261912, 2.475956, -1.113429], [5.486615, -2.758037, 0.378345], [-1.080606, 3.988980, 2.707493], [-1.429843, -3.731575, 3.151259]], "atomic_forces_ev_per_a": [[0.783, 0.170, -0.080], [-0.057, 0.045, -0.499], [-0.099, 0.023, 0.367], [-0.102, 0.069, 0.312], [-0.017, -0.072, -0.128], [0.276, 0.267, 0.039], [-0.830, -0.005, 0.143], [0.130, -0.344, 0.339], [-0.028, -0.037, -0.014], [0.075, -0.053, 0.009], [-0.082, 0.067, -0.080], [0.240, 0.101, -0.080], [-0.051, -0.036, -0.036], [0.107, -0.272, -0.235], [0.151, -0.022, -0.235], [-0.037, 0.215, -0.019], [0.015, -0.027, 0.059], [0.021, 0.041, -0.049], [0.039, -0.050, 0.050], [0.119, 0.074, 0.108], [0.043, -0.033, 0.195], [-0.024, -0.031, -0.046], [-0.017, -0.043, -0.093], [-0.235, -0.171, 0.283], [0.128, -0.179, -0.407], [-0.052, 0.066, -0.008], [0.026, -0.008, -0.040], [-0.048, -0.003, -0.110], [-0.086, -0.020, 0.047], [-0.020, -0.078, 0.080], [-0.100, -0.006, 0.082], [0.125, -0.104, 0.173], [-0.047, -0.156, 0.060], [0.078, 0.322, -0.079], [-0.131, 0.121, 0.111], [-0.027, 0.046, 0.054], [-0.029, 0.032, -0.064], [0.002, 0.036, 0.072], [-0.007, 0.006, -0.004], [-0.002, 0.018, -0.023], [-0.022, 0.008, -0.026], [0.003, 0.033, -0.027], [0.078, 0.021, 0.033], [-0.020, -0.024, -0.080], [0.001, -0.048, 0.083], [-0.030, -0.130, -0.023], [0.010, -0.012, -0.003], [0.085, 0.049, -0.103], [-0.002, 0.019, 0.066], [0.001, 0.020, -0.004], [-0.009, -0.016, 0.012], [-0.059, -0.028, -0.059], [-0.005, -0.012, -0.018], [-0.069, 0.077, 0.013], [-0.016, 0.024, 0.014], [-0.020, -0.004, -0.049], [-0.008, -0.006, -0.001], [0.017, -0.004, -0.002], [0.006, 0.007, 0.000], [-0.168, 0.021, -0.072], [-0.050, 0.001, -0.002], [-0.013, -0.045, -0.076], [0.092, 0.122, 0.142], [0.035, -0.005, -0.015], [-0.010, 0.030, 0.017], [-0.027, 0.003, 0.011], [0.050, -0.047, -0.040], [-0.046, -0.007, -0.017], [-0.005, 0.005, -0.013], [-0.029, -0.023, -0.013]], "lumo_energy_ev": -3.2, "e_homo_ev": -11.077, "homo_lumo_gap_ev": 7.90, "energy_ha": -1900.35912, "charge": 1}



# 3
{"formula": "C27H35N3O4ReS3Sb", "method": "ωB97M-V/def2-TZVPD", "symbols": ["Re", "Sb", "S", "S", "S", "O", "O", "O", "O", "N", "N", "N", "C", "C", "C", "C", "C", "C", "C", "C", "C", "C", "C", "C", "C", "C", "C", "C", "C", "C", "C", "C", "C", "C", "C", "C", "C", "C", "C", "H", "H", "H", "H", "H", "H", "H", "H", "H", "H", "H", "H", "H", "H", "H", "H", "H", "H", "H", "H", "H", "H", "H", "H", "H", "H", "H", "H", "H", "H", "H", "H", "H", "H", "H"], "positions_angstrom": [[-0.027814, -0.541569, 0.032242], [2.570793, 0.221555, -0.204561], [1.002096, -3.671542, 3.250149], [-1.259529, 1.384031, -2.516609], [-0.843010, 1.993839, 2.266001], [2.368073, -2.612711, -1.519551], [-1.842674, -1.664925, -0.480820], [-0.309679, 0.841185, -1.374719], [-0.705234, 0.672844, 1.444172], [0.166048, -1.902201, 1.652730], [0.177824, -2.134507, -1.128353], [0.769640, -3.981721, -2.423464], [-3.699151, 0.270834, -1.633921], [1.807161, -4.798441, -3.083380], [0.477143, 1.952877, 3.447268], [-1.162007, -2.483711, -1.174255], [-2.302328, 3.084768, -0.477847], [-1.551571, 3.986891, 0.502846], [-1.623406, 3.008939, -1.852986], [-0.632278, -3.189382, 3.370176], [-4.294233, -0.346127, -4.302051], [4.119223, -0.913563, 0.676582], [2.296095, 0.874546, 4.541632], [-0.546070, -4.294536, -2.523089], [3.013269, 2.159311, 0.544663], [0.556571, 3.042668, 4.306409], [-5.212457, -0.596462, -3.294977], [1.253195, -2.566555, 2.011844], [1.316437, 0.855398, 3.557771], [1.203973, -2.891540, -1.684676], [-3.066040, 0.217045, -3.986397], [1.547237, 3.046731, 5.275503], [-2.785157, 0.538267, -2.656425], [-4.910920, -0.300633, -1.965481], [-0.332200, 3.320803, 1.133413], [-1.555762, -3.599464, -1.923695], [2.415391, 1.967384, 5.389523], [-0.921127, -2.265925, 2.426229], [3.145252, 0.451295, -2.219830], [0.239239, 4.013806, 1.752227], [4.096054, 2.275248, 0.508002], [1.630060, 3.886961, 5.950993], [2.268438, -4.229361, -3.887095], [-1.295660, -3.619893, 4.103090], [2.960790, 0.028399, 4.656129], [-1.220030, 4.904314, 0.011234], [-0.759730, -5.172939, -3.118589], [2.429029, 1.092340, -2.730323], [4.024587, -0.922375, 1.761496], [-4.529446, -0.580583, -5.330953], [2.563990, 2.915645, -0.097348], [-3.318003, 3.453259, -0.609640], [-6.173296, -1.029372, -3.539974], [-0.641574, 3.489757, -1.865969], [4.117572, -1.924076, 0.273934], [-2.586917, -3.901981, -2.010150], [0.346103, 2.850260, 0.416626], [1.197004, -0.001436, 2.907864], [-1.881071, -1.807168, 2.251175], [-2.233041, 4.303941, 1.294392], [2.207462, -2.443183, 1.524802], [-0.139928, 3.871230, 4.239693], [-2.343835, 0.425954, -4.766375], [-2.400056, 2.093145, -0.034610], [-5.632125, -0.514929, -1.188599], [-2.214942, 3.482076, -2.640111], [5.057902, -0.427027, 0.414533], [2.676117, 2.281537, 1.571200], [3.190907, -0.521226, -2.700363], [1.338215, -5.691987, -3.482713], [2.565899, -5.072344, -2.356164], [-3.468649, 0.464654, -0.597495], [3.177965, 1.972337, 6.156385], [4.128193, 0.919319, -2.239370]], "atomic_forces_ev_per_a": [[0.005, -0.053, 0.220], [0.068, 0.002, 0.001], [0.061, 0.126, 0.160], [0.035, -0.024, -0.061], [-0.029, 0.040, 0.068], [0.041, 0.024, 0.002], [-0.007, -0.054, -0.036], [0.109, -0.031, 0.024], [-0.001, -0.122, -0.139], [-0.015, 0.123, -0.022], [-0.074, -0.001, -0.058], [0.054, 0.038, 0.011], [-0.009, 0.012, -0.011], [0.004, 0.008, 0.011], [0.020, -0.009, -0.035], [0.083, 0.089, 0.038], [-0.009, 0.002, -0.007], [-0.005, 0.000, 0.009], [-0.021, 0.031, -0.014], [-0.056, -0.115, -0.090], [0.008, 0.005, -0.008], [-0.011, -0.013, 0.010], [-0.015, -0.002, -0.012], [-0.045, -0.029, 0.010], [-0.017, 0.009, -0.018], [0.034, 0.011, 0.018], [0.006, 0.001, 0.011], [-0.064, -0.148, -0.117], [0.005, -0.015, 0.003], [-0.116, -0.020, -0.011], [-0.030, 0.000, 0.000], [-0.008, 0.006, 0.006], [-0.042, 0.000, 0.034], [0.005, -0.008, -0.004], [-0.020, -0.055, -0.009], [0.015, -0.025, -0.011], [0.001, -0.005, 0.004], [0.046, 0.063, 0.069], [-0.037, -0.003, -0.014], [0.010, 0.008, -0.001], [0.001, -0.002, -0.005], [0.003, -0.001, 0.001], [0.001, 0.004, 0.007], [-0.008, -0.025, -0.021], [0.003, 0.003, 0.002], [0.001, -0.011, -0.006], [0.009, 0.001, -0.002], [0.007, -0.002, -0.005], [0.002, 0.004, -0.001], [-0.002, -0.003, 0.003], [0.013, 0.005, 0.008], [0.001, 0.007, 0.005], [-0.001, 0.000, -0.001], [-0.014, 0.023, 0.012], [-0.008, 0.015, 0.003], [-0.003, 0.010, 0.004], [-0.014, 0.038, 0.012], [0.019, 0.060, 0.030], [-0.001, 0.001, -0.010], [0.006, 0.008, 0.003], [0.010, -0.006, -0.032], [0.005, 0.004, 0.002], [0.001, -0.005, -0.002], [-0.006, -0.028, -0.034], [-0.001, -0.002, -0.002], [0.000, 0.013, 0.010], [0.006, -0.002, 0.001], [-0.004, -0.001, 0.011], [0.004, -0.008, 0.000], [0.004, 0.000, -0.009], [-0.004, -0.010, 0.003], [-0.008, 0.038, -0.016], [0.003, 0.004, -0.001], [-0.001, 0.003, 0.002]], "lumo_energy_ev": [-10.3, -10.0], "e_homo_ev": [-16.987, -16.838], "homo_lumo_gap_ev": [6.64, 6.86], "energy_ha": -3027.25085, "multiplicity": 2, "s2": 0.755, "charge": 3}